Record 1
Density functional theory data (ωB97M-V/def2-TZVPD) for the ion C4H10NO2 with charge -1 at a distorted geometry.

```
17
Properties=species:S:1:pos:R:3:forces:R:3
O 1.1576 -1.1878 1.9982 1.1 1.0 -0.9
O -1.0499 -0.9518 -1.6378 -0.1 2.2 -0.7
N 1.2730 1.2810 0.3608 -1.0 -0.7 0.1
C -0.5168 0.2898 -1.0811 -0.4 0.1 -1.0
C 0.6482 -0.0005 -0.1885 2.5 1.7 0.5
C -1.5063 1.2950 -0.4397 0.9 2.1 0.6
C 0.3572 -0.9186 0.9441 -2.2 -3.1 1.7
H -2.4481 1.4762 -0.8952 -1.1 -0.9 -0.8
H -1.1878 2.4438 -0.4515 0.3 -2.4 -0.1
H -1.2340 -1.4470 -0.8828 -0.5 -1.9 1.9
H -1.6556 1.0697 0.6216 -0.1 -0.1 -0.2
H 1.4610 -0.3558 -0.8164 0.0 -0.7 -0.2
H 0.4713 1.9247 0.4783 1.0 -0.4 0.7
H 0.0393 -1.9254 0.4460 0.2 0.7 0.1
H -0.1175 0.6545 -1.9975 0.3 1.2 -0.6
H 1.6309 0.9136 1.2810 -0.6 0.8 -0.7
H -0.6262 -0.5983 1.3978 -0.3 0.4 -0.5
```
Forces are in eV/Å.

Properties
* structure (SMILES): C[C@H](O)[C@@H](N)C[O-]
* gap between HOMO and LUMO: 6.284 eV
* ΔE to the lowest compared entry with this formula, charge and spin: 83.43 kcal/mol
* strongest force on any atom: 4.21 eV Å⁻¹
* charge: -1
* E_HOMO: -2.491 eV

***

Record 2
Density functional theory data (ωB97M-V/def2-TZVPD) for an isolated molecule of C3H3FS2 at a distorted geometry.

```
9
Properties=species:S:1:pos:R:3:forces:R:3
S 2.1552 -1.1258 -0.1226 -0.5 0.3 0.2
S 1.6638 1.7726 -0.0213 0.1 0.1 0.4
F -0.9611 1.2430 -0.2228 -0.9 -1.3 0.0
C -0.4108 -0.0059 -0.0611 0.5 -0.2 0.3
C -1.1444 -1.1202 0.0559 0.4 1.0 -0.4
C 1.1081 0.1214 -0.0059 -0.7 -0.2 -0.6
H -0.6571 -2.0712 0.1516 0.4 -0.1 0.1
H -2.2208 -1.1635 -0.0304 0.0 0.4 0.1
H 0.4673 2.3497 0.2567 0.7 0.0 -0.1
```
Forces are in eV/Å.

Properties
* structure (SMILES): C=C(F)C(=S)S
* gap between HOMO and LUMO: 8.099 eV
* ΔE to the lowest compared entry with this formula, charge and spin: 8.44 kcal/mol
* strongest force on any atom: 1.63 eV Å⁻¹
* E_HOMO: -9.082 eV

***

Record 3
Density functional theory data (ωB97M-V/def2-TZVPD) for a structure of composition C12H15N6NiPSe2Te2.

```
39
Properties=species:S:1:pos:R:3:forces:R:3
Te -4.7539 -2.8340 -0.9619 0.0 0.1 0.0
Te -2.7839 -4.7615 -0.9450 0.1 0.0 0.0
Se -1.0637 -3.4802 -2.2061 -0.2 -0.1 -0.1
Se -3.4793 -1.0738 -2.1795 -0.1 -0.2 -0.1
Ni -1.2246 -1.2337 -1.5788 0.4 0.4 -0.2
P 0.7268 0.7244 0.5392 0.0 0.0 -0.1
N -1.1557 0.7708 -1.5334 -0.2 0.0 0.1
N 2.7866 -0.6504 -0.7961 0.0 0.0 0.0
N -0.6549 2.7807 -0.7964 0.0 0.0 0.0
N -1.2219 -1.2291 0.7473 -0.1 -0.1 0.1
N 0.7788 -1.1582 -1.5344 0.0 -0.2 0.1
N -0.5400 -0.5324 2.7281 0.0 0.0 0.0
C 2.9484 -1.5608 -1.8061 0.0 0.0 0.0
C 1.6985 -1.8680 -2.2525 0.0 0.0 0.0
C -0.0502 3.8499 -0.0214 0.0 0.0 0.0
C -1.8694 1.6874 -2.2516 0.0 0.0 0.0
C -0.4318 1.4502 -0.6590 0.0 0.0 0.0
C -0.4079 -0.4116 1.3768 0.0 0.0 0.0
C 1.4553 -0.4321 -0.6593 0.0 0.0 0.0
C 0.1814 0.1968 3.7540 0.0 0.0 0.0
C -1.9111 -1.9081 1.7048 0.0 0.0 0.0
C -1.5666 2.9386 -1.8059 0.0 0.0 0.0
C -1.4983 -1.4863 2.9401 0.0 0.0 0.0
C 3.8532 -0.0426 -0.0201 0.0 0.0 0.0
H -2.5558 1.3916 -3.0254 0.0 0.0 0.0
H 1.2520 0.0094 3.6832 0.0 0.0 0.0
H -0.2638 3.7246 1.0385 0.0 0.0 0.0
H -2.6509 -2.6467 1.4441 0.0 0.0 0.0
H -1.9140 3.9098 -2.1107 0.0 0.0 0.0
H 4.7989 -0.4605 -0.3536 0.0 0.0 0.0
H -0.0008 1.2673 3.6701 0.0 0.0 0.0
H -0.1677 -0.1407 4.7261 0.0 0.0 0.0
H 3.8713 1.0360 -0.1668 0.0 0.0 0.0
H 3.9209 -1.9045 -2.1107 0.0 0.0 0.0
H 1.0279 3.8731 -0.1707 0.0 0.0 0.0
H -0.4734 4.7938 -0.3537 0.0 0.0 0.0
H -1.7955 -1.7741 3.9338 0.0 0.0 0.0
H 1.4061 -2.5558 -3.0263 0.0 0.0 0.0
H 3.7292 -0.2592 1.0394 0.0 0.0 0.0
```
Forces are in eV/Å.

Properties
* gap between HOMO and LUMO (spin up / spin down): 5.613 / 5.609 eV
* ΔE to the lowest compared entry with this formula, charge and spin: 0.00 kcal/mol
* strongest force on any atom: 0.58 eV Å⁻¹
* E_HOMO (spin up / spin down): -5.593 / -5.588 eV

***

Record 4
Density functional theory data (ωB97M-V/def2-TZVPD) for a structure of composition C17H38NO3PReSe2 at a distorted geometry.

```
63
Properties=species:S:1:pos:R:3:forces:R:3
Re -0.5786 -0.5302 -0.1660 -0.4 -2.0 -0.3
Se 1.3676 -1.7412 -0.7019 -0.7 0.8 0.1
Se -0.6416 -1.3849 2.0367 -0.1 0.9 -0.3
P -0.2878 1.8659 -0.0662 0.3 1.0 0.1
O 2.0997 -4.1433 0.6616 0.0 0.2 -0.2
O 3.7971 -0.5312 3.0355 0.0 0.0 0.1
O -1.9804 -1.1571 -1.7110 1.1 0.6 1.1
N -2.7154 -3.1433 -2.5652 0.2 0.3 0.2
C -2.8897 -1.9214 -2.1321 -0.2 -0.7 -0.2
C -2.4032 1.7306 1.8037 0.1 0.1 0.0
C -2.6449 2.3345 -1.4427 0.0 0.1 0.0
C 3.5585 -1.9248 2.9842 0.0 -0.1 0.0
C 1.1690 -1.4653 2.8213 0.4 -0.5 -0.3
C 2.3142 -2.1692 2.0989 0.1 0.0 -0.1
C -1.0837 2.4731 1.4974 -0.1 -0.1 -0.2
C -0.5274 2.2100 -2.8116 0.0 0.1 0.1
C 1.7113 3.8986 0.0576 0.0 0.0 0.2
C -1.3244 3.9859 1.5156 0.1 0.0 0.0
C 2.6390 -1.4890 0.7566 -0.1 -0.3 0.0
C -1.3986 -3.7654 -2.5986 0.2 -0.1 0.0
C 1.5009 2.3824 -0.0154 -0.1 -0.1 -0.1
C -1.1507 2.6678 -1.4874 0.0 -0.3 0.0
C -3.8348 -3.9629 -3.0128 -0.2 -0.2 -0.1
C 2.1022 -3.7041 2.0082 0.0 0.0 0.1
C 2.3506 1.8253 -1.1687 0.0 0.0 0.1
H 2.7391 -0.4174 0.9139 0.0 0.0 -0.1
H -2.5595 0.8368 1.1917 0.0 -0.1 0.0
H 1.8409 1.9451 0.9313 0.0 -0.1 0.0
H -1.1797 2.4963 -3.6363 0.0 0.0 0.0
H -3.6573 -4.3035 -4.0317 0.0 0.1 0.0
H -0.4099 4.5589 1.3938 -0.2 0.0 0.0
H -1.0120 3.7434 -1.3537 0.0 0.0 0.0
H 1.2018 4.4188 -0.7548 0.0 0.0 0.0
H 1.1575 -3.9723 2.4927 0.0 0.0 0.0
H -2.0319 4.2953 0.7463 0.0 0.0 0.0
H -0.6271 -3.0096 -2.4929 0.0 0.0 0.0
H 1.0004 -1.9389 3.7891 -0.2 0.0 0.0
H -3.2580 2.3834 1.6310 0.0 0.0 0.0
H -0.4149 1.1211 -2.8440 0.0 0.0 -0.1
H -3.1328 2.7167 -0.5478 0.0 0.0 -0.1
H 1.4486 -0.4294 2.9978 -0.2 0.1 0.0
H 0.4456 2.6629 -2.9863 0.0 -0.1 0.0
H 2.9096 -4.2013 2.5531 0.0 0.0 0.1
H -1.2688 -4.2796 -3.5490 -0.1 0.0 0.0
H 2.7783 4.0976 -0.0447 0.0 0.0 0.0
H -1.7496 4.2500 2.4845 0.0 0.0 0.0
H -3.9188 -1.5561 -2.1757 0.1 0.1 0.0
H 4.5817 -0.3596 3.5668 0.0 0.0 0.0
H 1.3969 4.3235 1.0071 0.1 0.0 -0.1
H 4.4096 -2.4608 2.5501 0.0 0.0 0.0
H 3.3699 -2.3342 3.9834 0.0 0.0 0.0
H -0.3425 2.2301 2.2652 0.0 -0.1 0.0
H -2.4366 1.4175 2.8455 0.0 0.0 0.0
H 3.5791 -1.8798 0.3687 0.0 0.0 -0.1
H 2.1756 -5.1031 0.6282 0.0 0.0 0.1
H -2.8059 1.2547 -1.4956 0.0 0.0 0.0
H 2.0080 0.8656 -1.5402 0.0 -0.1 0.0
H 2.3646 2.5239 -2.0035 0.0 0.0 0.0
H -4.7603 -3.3932 -2.9808 0.0 0.0 0.0
H -3.1360 2.7819 -2.3068 0.0 0.0 0.0
H -3.9337 -4.8377 -2.3702 0.0 0.0 0.0
H 3.3806 1.7087 -0.8298 0.0 0.0 0.0
H -1.3013 -4.4963 -1.7942 -0.1 0.0 0.0
```
Forces are in eV/Å.

Properties
* spin multiplicity: 2
* gap between HOMO and LUMO (spin up / spin down): 6.254 / 6.143 eV
* ΔE to the lowest compared entry with this formula, charge and spin: 33.33 kcal/mol
* strongest force on any atom: 2.08 eV Å⁻¹
* charge: +2
* E_HOMO (spin up / spin down): -14.142 / -13.988 eV

***

Record 5
Density functional theory data (ωB97M-V/def2-TZVPD) for a cluster of 2 separate species, C3H6O2 in total.

```
11
Properties=species:S:1:pos:R:3:forces:R:3
O -0.1460 -0.6850 -1.6979 0.1 0.4 0.5
O 2.1685 -1.1954 -0.2404 -0.4 0.4 0.3
C 0.1170 -0.0326 -0.7176 -0.2 -0.1 -0.5
C 1.3564 -0.3912 0.1311 0.5 -0.4 -0.1
C -0.6571 1.1685 -0.2442 -0.1 0.1 0.0
H -0.9313 1.0701 0.8129 0.1 0.0 -0.2
H -0.0086 2.0488 -0.3285 -0.1 0.0 0.0
H -1.0685 -1.6049 1.4127 0.0 0.0 0.0
H -1.5528 1.3211 -0.8480 0.2 -0.1 0.1
H -1.0077 -1.9086 0.7366 0.0 0.0 0.1
H 1.4609 0.1472 1.0992 0.0 -0.1 -0.1
```
Forces are in eV/Å.

Properties
* structure (SMILES): CC(=O)C=O.[H][H]
* gap between HOMO and LUMO: 9.368 eV
* ΔE to the lowest compared entry with this formula, charge and spin: 52.73 kcal/mol
* strongest force on any atom: 0.64 eV Å⁻¹
* E_HOMO: -9.843 eV

***

Record 6
Density functional theory data (ωB97M-V/def2-TZVPD) for a structure of composition C13H30LuN4O7 at a distorted geometry.

```
55
Properties=species:S:1:pos:R:3:forces:R:3
Lu 0.6912 0.2347 -0.3226 0.6 -2.6 -1.4
O 0.8355 0.6451 -2.5544 -0.4 1.5 -0.5
O -2.1414 -1.5420 -0.3909 -1.0 1.2 1.2
O 2.7801 -1.3524 -1.1411 0.4 0.6 -0.2
O 1.3636 -0.2022 1.7104 -0.1 0.5 0.9
O 1.3825 3.4872 -1.4404 0.6 -1.4 0.9
O -2.1182 0.3713 1.1726 1.2 1.2 -1.1
O -1.1917 -0.4495 -4.2593 0.2 -1.0 -0.8
N -1.2152 1.1377 0.4920 -2.4 2.8 1.5
N -0.8376 -1.5948 -0.5814 0.7 -2.1 -0.6
N 1.5249 -1.6089 -1.1629 -0.9 -2.2 0.0
N 0.6718 2.5795 -0.5366 -1.1 3.1 0.1
C 1.7014 -3.9672 -1.9687 0.2 -0.2 0.3
C 1.5679 0.9709 2.5956 0.3 -0.9 -0.4
C -2.5331 -0.0146 -4.0356 0.6 1.0 1.6
C -0.3984 -2.8202 -0.9861 -0.8 2.4 0.6
C -2.4391 3.0868 1.4627 -0.1 0.1 0.1
C -0.2977 4.7570 0.2183 -0.2 0.1 -0.3
C -0.3206 3.2553 0.0743 3.1 0.2 -1.8
C 2.4933 -1.9255 3.0725 0.2 0.0 0.0
C -1.2641 -4.0264 -0.9851 0.0 -0.3 -0.4
C 1.2163 -1.4972 2.3762 0.0 0.1 0.4
C 0.4731 1.1463 3.6200 0.0 0.0 0.0
C 0.9576 -2.8195 -1.3986 1.8 2.0 0.2
C -1.3578 2.4754 0.6465 -0.7 -4.1 1.0
H 0.8975 1.6252 -2.6599 -0.1 -0.9 -0.3
H -3.1614 2.3331 1.7941 0.3 0.2 -0.1
H 2.7609 -3.8766 -1.7105 -0.1 -0.1 -0.1
H 0.9422 -2.1859 1.5833 0.0 0.0 -0.2
H -2.1936 -0.4983 0.4862 -0.3 -1.3 -0.5
H -0.5265 0.9711 3.2049 0.2 0.1 0.0
H -2.9523 -0.5309 -3.1598 -0.2 -0.1 -0.5
H 0.0050 5.0055 1.2591 -0.2 -0.2 -0.5
H 1.5972 -4.0124 -3.0603 0.1 0.0 0.2
H 2.5589 0.8228 3.0528 -0.4 0.3 -0.1
H 2.6628 -1.3521 3.9962 0.0 -0.2 -0.3
H -3.1892 0.0301 -4.8963 0.1 -0.4 -0.3
H 2.3469 3.2565 -1.4109 -1.1 0.0 0.2
H -1.4996 -4.3674 0.0340 0.0 0.3 -0.2
H 1.2946 -4.8915 -1.5540 0.3 -0.1 -0.1
H 0.3698 -1.4288 3.0775 0.2 0.0 -0.3
H 2.3990 -2.9848 3.3595 0.0 0.4 -0.1
H 1.6104 1.8191 1.9009 0.1 -0.1 0.1
H 0.5304 2.1689 4.0009 -0.1 -0.1 0.0
H 0.2862 0.3091 -3.3070 0.0 -0.2 0.4
H -1.9800 3.5695 2.3415 -0.3 -0.1 -0.2
H -2.9454 3.8544 0.8614 0.0 -0.1 0.3
H -1.2820 5.2349 0.0479 0.5 -0.4 0.1
H 0.4399 5.1600 -0.4831 -0.3 0.1 0.4
H 0.6212 0.4794 4.4659 -0.1 0.0 0.1
H 3.3692 -1.8214 2.4051 -0.5 -0.1 0.3
H -2.2074 -3.8236 -1.5029 0.1 -0.1 0.2
H -0.7389 -4.8465 -1.4989 -0.4 0.3 0.2
H -2.3783 1.0205 -3.6977 -0.3 -0.1 -0.2
H -1.1815 -1.3666 -4.6070 0.0 0.8 0.3
```
Forces are in eV/Å.

Properties
* gap between HOMO and LUMO (spin up / spin down): 4.695 / 4.707 eV
* ΔE to the lowest compared entry with this formula, charge and spin: 0.00 kcal/mol
* strongest force on any atom: 4.28 eV Å⁻¹
* charge: +1
* E_HOMO (spin up / spin down): -9.471 / -9.484 eV